(1)
10 unconnected molecules or ions with the total composition C5H30NO9. Source: OMol25; level of theory: wB97M-V/def2-TZVPD.

- F_max (eV/Å) = 1.90
- 2S+1 = 1
- total energy (Eh) = -940.2029
- total charge = +1
- HOMO level (eV) = -12.7
- energy above the lowest of the compared OMol25 structures with the same formula, charge and spin (kJ/mol) = 137.68
- frontier orbital gap (eV) = 10.31

CARTESIAN COORDINATES (ANGSTROEM)
C  -1.556  -2.210  0.072
C  -2.443  -1.718  1.188
C  -2.367  -0.143  1.422
C  -1.028  0.394  1.087
C  -0.849  1.506  0.388
N  0.422  1.784  -0.280
H  -0.492  -2.124  0.270
H  -1.746  -3.246  -0.204
H  -1.762  -1.498  -0.740
H  -3.491  -1.924  0.971
H  -2.198  -2.099  2.183
H  -3.155  0.347  0.849
H  -2.638  -0.041  2.477
H  -0.138  -0.105  1.474
H  -1.633  2.203  0.121
H  1.181  1.597  0.407
H  0.588  1.105  -1.043
H  0.461  2.732  -0.638
H  0.594  1.442  5.475
H  -0.044  2.617  4.699
O  0.716  2.026  4.723
H  -3.034  -2.224  -3.490
H  -2.294  -1.516  -4.608
O  -2.593  -1.390  -3.696
H  2.334  -1.938  -1.744
H  3.292  -2.002  -2.778
O  2.450  -1.538  -2.653
H  1.135  1.786  2.934
H  2.090  2.829  2.440
O  1.729  1.975  2.169
H  3.413  0.629  -0.833
H  2.681  -0.042  -1.962
O  2.611  0.742  -1.354
H  -3.658  2.916  -2.352
H  -2.805  1.570  -2.215
O  -3.008  2.437  -1.831
H  -0.802  -0.536  -2.594
H  0.431  0.262  -3.176
O  -0.212  0.218  -2.467
H  2.686  0.578  1.714
H  4.087  -0.118  1.592
O  3.170  -0.169  1.309
H  2.479  -1.688  0.529
H  3.124  -2.930  0.165
O  2.275  -2.497  -0.002

Atomic forces in eV per Å
-0.1 0.6 -0.3
0.1 1.3 0.9
-0.6 -1.2 0.3
0.4 0.9 0.4
-0.6 -0.1 -0.6
0.3 -0.6 1.3
0.1 0.0 0.2
-0.2 0.1 -0.2
0.1 -0.6 -0.4
0.0 -0.2 0.1
0.0 -0.6 -0.3
0.2 0.2 -0.1
0.2 0.4 -0.1
-0.1 -0.4 -0.4
-0.1 -0.3 -0.3
-0.2 0.7 -0.5
-0.3 0.2 -0.2
0.2 0.0 0.0
-0.1 -0.1 0.1
-0.1 0.0 0.3
0.0 0.1 -0.4
0.0 0.1 0.1
-0.1 0.1 0.2
0.2 -0.2 -0.2
-1.0 0.5 -0.3
0.1 0.3 -1.0
0.8 -1.3 1.2
0.4 -0.2 -0.2
0.3 0.0 -0.2
-0.5 0.2 0.8
-0.1 0.3 0.3
-0.4 0.5 0.1
0.6 -0.4 -0.5
0.0 -0.4 -0.3
-0.4 0.5 -0.3
0.4 -0.1 0.5
0.1 -0.1 -0.4
0.0 -0.4 -0.3
-0.1 0.4 0.5
0.4 -0.1 0.1
0.0 0.1 0.2
0.0 -0.1 -0.1
-0.6 0.0 -0.4
-0.2 -0.7 -0.3
0.9 0.7 0.6


(2)
A gas-phase ion, C11H12N2 (charge +2). Source: OMol25; level of theory: wB97M-V/def2-TZVPD.

- F_max (eV/Å) = 5.35
- 2S+1 = 1
- total energy (Eh) = -535.1526
- total charge = +2
- HOMO level (eV) = -17.9
- SMILES string = Cc1cccc[n+]1C1=[N+]=CCC=C1
- energy above the lowest of the compared OMol25 structures with the same formula, charge and spin (kJ/mol) = 0.00
- frontier orbital gap (eV) = 7.37

CARTESIAN COORDINATES (ANGSTROEM)
C  0.814  2.088  0.773
C  1.572  0.850  0.311
C  2.942  0.778  0.118
C  3.467  -0.474  -0.228
C  2.637  -1.591  -0.396
C  1.244  -1.447  -0.309
N  0.783  -0.222  0.056
C  -0.658  -0.142  0.108
N  -1.192  0.774  -0.644
C  -2.456  0.880  -0.902
C  -3.364  -0.256  -0.496
C  -2.809  -1.131  0.541
C  -1.509  -1.080  0.766
H  1.584  2.809  1.133
H  0.277  2.540  -0.045
H  0.131  1.683  1.602
H  3.650  1.606  0.228
H  4.477  -0.531  -0.487
H  3.105  -2.480  -0.838
H  0.570  -2.123  -0.624
H  -2.857  1.708  -1.417
H  -3.374  -0.714  -1.534
H  -4.410  0.087  -0.372
H  -3.473  -1.895  1.178
H  -1.150  -1.718  1.479

Atomic forces in eV per Å
1.2 -0.9 1.4
-0.5 1.9 0.0
0.1 -1.2 0.0
-2.0 0.6 0.1
-0.8 -0.1 -1.0
4.8 2.3 0.8
-0.9 -1.1 0.4
-1.4 -1.0 -0.5
0.9 2.3 -1.2
-0.7 -3.0 1.9
-0.3 1.9 -0.7
-3.3 -1.3 0.1
2.3 0.9 0.0
-0.9 -0.5 0.1
-0.3 0.1 0.0
0.8 1.3 -1.0
-0.8 0.0 0.1
1.5 -0.3 -0.1
-0.6 0.1 0.5
-2.2 -2.5 -0.7
-0.2 1.0 -0.8
-0.2 -0.4 0.5
0.4 -0.3 0.0
1.4 1.8 -1.8
1.3 -1.5 1.8


(3)
2 unconnected molecules or ions with the total composition C9H14O2. Source: OMol25; level of theory: wB97M-V/def2-TZVPD.

- F_max (eV/Å) = 2.35
- 2S+1 = 1
- total energy (Eh) = -501.7609
- total charge = 0
- HOMO level (eV) = -8.3
- SMILES string = Cc1ccc(O)cc1.CCO
- energy above the lowest of the compared OMol25 structures with the same formula, charge and spin (kJ/mol) = 197.53
- frontier orbital gap (eV) = 8.92

CARTESIAN COORDINATES (ANGSTROEM)
C  4.053  0.443  -0.263
C  2.728  -0.210  -0.091
C  1.659  0.033  -0.955
C  0.406  -0.620  -0.726
C  0.193  -1.218  0.520
O  -0.910  -1.947  0.838
C  1.236  -1.327  1.456
C  2.463  -0.880  1.120
H  4.872  -0.280  -0.223
H  4.179  1.022  0.661
H  4.158  1.207  -1.022
H  1.830  0.470  -1.922
H  -0.433  -0.641  -1.443
H  -1.555  -2.141  0.160
H  0.910  -1.475  2.483
H  3.258  -0.960  1.827
C  -3.402  1.721  0.292
C  -2.837  0.457  -0.381
O  -3.984  0.004  -1.084
H  -2.787  2.471  0.787
H  -4.190  1.382  0.989
H  -3.772  2.329  -0.538
H  -1.958  0.788  -0.948
H  -2.387  -0.230  0.379
H  -3.731  -0.400  -1.917

Atomic forces in eV per Å
0.6 0.4 1.5
-1.3 0.5 -0.4
-0.5 -2.1 0.1
0.2 0.4 0.8
0.6 -0.8 -1.6
-0.4 -0.1 1.1
-1.8 0.9 0.3
0.8 0.7 -0.6
0.0 0.1 -0.5
0.3 0.0 0.0
-0.1 -0.4 -0.6
0.1 0.4 -0.1
0.8 0.2 0.2
0.2 0.4 -0.6
0.5 -0.9 -0.1
0.5 0.0 0.5
-0.3 0.1 0.0
0.7 1.6 1.6
0.6 -0.7 -0.2
0.8 -0.7 0.4
0.1 0.6 -0.5
-0.7 -0.3 0.2
-0.5 -0.3 -0.7
-1.0 0.1 -0.6
0.1 -0.1 0.0


(4)
A single C22H18N4OS molecule. Source: OMol25; level of theory: wB97M-V/def2-TZVPD.

- F_max (eV/Å) = 0.89
- 2S+1 = 1
- total energy (Eh) = -1541.6606
- total charge = 0
- HOMO level (eV) = -8.0
- SMILES string = O=C(CSc1ncccc1-c1nc2ccccc2[nH]1)N1CCc2ccccc21
- energy above the lowest of the compared OMol25 structures with the same formula, charge and spin (kJ/mol) = 0.00
- frontier orbital gap (eV) = 8.27

CARTESIAN COORDINATES (ANGSTROEM)
O  -0.945  -1.033  -2.010
C  -1.641  -1.138  -1.021
C  -1.136  -1.809  0.246
S  0.651  -1.523  0.354
C  0.645  0.237  0.293
N  -0.565  0.767  0.323
C  -0.705  2.079  0.306
C  0.374  2.946  0.277
C  1.643  2.397  0.244
C  1.816  1.012  0.239
C  3.171  0.502  0.187
N  4.214  1.264  0.414
C  5.307  0.462  0.267
C  6.664  0.749  0.395
C  7.556  -0.278  0.179
C  7.130  -1.566  -0.157
C  5.792  -1.875  -0.289
C  4.887  -0.848  -0.073
N  3.522  -0.789  -0.112
N  -2.905  -0.646  -1.000
C  -3.305  0.269  -2.071
C  -4.393  1.156  -1.457
C  -4.806  0.374  -0.245
C  -5.889  0.561  0.583
C  -6.089  -0.324  1.635
C  -5.224  -1.386  1.824
C  -4.127  -1.581  0.996
C  -3.901  -0.671  -0.024
H  -1.597  -1.396  1.141
H  -1.255  -2.891  0.200
H  -1.728  2.432  0.329
H  0.226  4.014  0.275
H  2.529  3.012  0.216
H  6.991  1.744  0.653
H  8.616  -0.089  0.271
H  7.870  -2.337  -0.316
H  5.462  -2.870  -0.548
H  2.896  -1.536  -0.361
H  -2.425  0.819  -2.410
H  -3.690  -0.313  -2.915
H  -5.223  1.322  -2.143
H  -3.997  2.133  -1.166
H  -6.576  1.376  0.409
H  -6.934  -0.193  2.294
H  -5.406  -2.088  2.624
H  -3.499  -2.444  1.142

Atomic forces in eV per Å
-0.1 0.0 -0.1
-0.1 -0.3 0.0
0.6 0.3 0.0
0.0 -0.4 0.3
0.1 0.1 0.1
-0.1 0.1 0.1
0.1 0.3 0.0
0.0 -0.1 0.0
-0.1 -0.2 0.0
-0.8 0.3 0.0
0.7 0.0 0.0
-0.5 0.4 0.1
0.0 -0.9 -0.2
-0.1 -0.1 0.0
0.2 0.1 0.0
0.0 -0.1 0.0
0.0 -0.1 0.0
0.6 0.5 0.2
-0.2 0.1 0.0
-0.1 0.1 -0.4
0.1 0.1 -0.5
0.0 0.0 0.0
0.1 -0.1 0.0
0.1 -0.1 0.0
-0.1 0.0 0.1
0.0 0.0 0.1
0.0 0.0 0.0
-0.5 0.1 0.4
0.0 -0.1 -0.1
0.0 0.0 0.0
-0.1 0.2 0.0
0.0 0.1 0.0
0.1 0.1 0.0
0.0 0.1 0.0
0.1 0.0 0.0
0.0 -0.1 0.0
0.0 -0.1 0.0
0.0 0.0 -0.1
-0.1 -0.1 0.0
0.1 0.1 0.0
0.0 0.0 0.0
0.0 0.0 0.0
-0.1 0.1 0.0
-0.1 0.0 0.1
0.0 -0.1 0.1
0.1 -0.1 0.0


(5)
A single C3H3NO molecule. Source: OMol25; level of theory: wB97M-V/def2-TZVPD.

- F_max (eV/Å) = 2.63
- 2S+1 = 1
- total energy (Eh) = -246.0440
- total charge = 0
- HOMO level (eV) = -10.5
- SMILES string = N#CCC=O
- energy above the lowest of the compared OMol25 structures with the same formula, charge and spin (kJ/mol) = 124.75
- frontier orbital gap (eV) = 10.97

CARTESIAN COORDINATES (ANGSTROEM)
N  1.972  0.077  -1.338
C  1.131  -0.109  -0.565
C  0.012  -0.594  0.354
C  -0.801  0.664  0.231
O  -0.417  1.389  -0.656
H  -0.392  -1.398  -0.264
H  0.133  -1.013  1.378
H  -1.637  0.983  0.861

Atomic forces in eV per Å
-0.8 -0.3 1.0
1.8 -1.9 0.5
0.6 0.3 -0.9
-0.1 0.8 -0.7
-1.5 1.0 0.5
-0.6 -0.1 0.2
0.7 0.6 -0.8
-0.1 -0.5 0.2


(6)
A molecular structure, C26H40Cl2CrN3O3. Source: OMol25; level of theory: wB97M-V/def2-TZVPD.

- F_max (eV/Å) = 2.41
- 2S+1 = 4
- total energy (Eh) = -3369.4431
- total charge = 0
- HOMO level (spin up / spin down) (eV) = -5.9 / -6.0
- energy above the lowest of the compared OMol25 structures with the same formula, charge and spin (kJ/mol) = 0.00
- frontier orbital gap (spin up / spin down) (eV) = 5.60 / 5.66

CARTESIAN COORDINATES (ANGSTROEM)
O  -0.162  -1.805  -2.440
C  0.978  -1.472  -3.061
C  2.192  -2.391  -2.785
C  2.617  -2.788  -1.507
H  2.136  -2.364  -0.619
C  3.664  -3.722  -1.383
H  3.971  -4.036  -0.379
C  4.298  -4.243  -2.515
H  5.104  -4.965  -2.418
C  3.890  -3.825  -3.787
H  4.375  -4.200  -4.694
C  2.841  -2.910  -3.921
H  2.488  -2.570  -4.899
H  0.906  -1.519  -4.241
C  0.515  1.100  -3.580
C  1.369  0.274  -2.645
H  1.158  1.482  -4.393
H  0.011  1.983  -3.145
H  -0.259  0.449  -3.998
C  2.687  0.535  -2.487
C  3.475  1.704  -3.075
H  3.276  -0.160  -1.882
H  4.125  1.256  -3.859
H  4.115  2.237  -2.334
H  2.820  2.470  -3.571
Cr  0.352  0.564  -0.233
Cl  2.350  -0.155  0.480
Cl  0.957  2.676  -0.945
C  0.600  2.359  1.879
O  -0.317  1.598  1.425
N  0.324  3.411  2.645
C  -1.021  3.937  2.829
C  1.382  4.253  3.202
H  1.659  2.160  1.660
H  -1.753  3.357  2.268
H  -1.025  4.977  2.494
H  -1.260  3.925  3.900
H  2.368  3.849  2.955
H  1.268  4.312  4.301
H  1.278  5.275  2.800
H  -4.227  2.472  -1.713
H  -5.269  0.085  -2.609
C  -3.436  2.185  -2.416
C  -4.285  -0.070  -3.087
N  -3.261  0.735  -2.431
H  -2.500  2.669  -2.129
C  -2.329  0.152  -1.669
O  -1.463  0.844  -1.066
H  -4.000  -1.123  -3.010
H  -2.358  -0.948  -1.612
H  -3.738  2.497  -3.416
H  -4.355  0.220  -4.150
C  -2.288  -0.198  4.393
N  -0.951  0.277  3.931
C  -0.285  1.054  5.030
C  -0.030  -0.833  3.416
C  -0.734  -1.659  2.356
C  -1.486  -2.750  2.878
C  -2.239  -3.580  2.065
C  -2.150  -3.401  0.690
C  -1.310  -2.378  0.198
C  -0.662  -1.406  0.975
H  -2.158  -0.951  5.174
H  -2.861  -0.597  3.552
H  -2.827  0.664  4.814
H  -1.091  0.890  3.098
H  -0.010  0.348  5.829
H  0.615  1.550  4.638
H  -0.999  1.796  5.417
H  0.904  -0.362  3.050
H  0.194  -1.460  4.298
H  -1.468  -2.917  3.955
H  -2.856  -4.361  2.473
H  -2.657  -4.022  -0.064
H  -1.181  -2.442  -0.898

Atomic forces in eV per Å
1.0 0.4 -0.9
-1.0 -0.1 1.0
-0.1 0.1 -0.3
0.2 -0.3 -0.3
0.1 -0.4 -0.5
-0.4 0.4 0.0
0.0 0.1 -0.4
-0.2 0.3 -0.2
-0.1 0.1 0.0
-0.2 0.2 -0.1
-0.1 0.0 0.4
0.1 0.0 0.8
0.2 -0.2 0.2
0.1 1.0 1.6
-0.1 0.5 -0.3
0.1 -1.8 -1.6
-0.5 -0.1 0.0
0.3 -0.5 0.0
0.1 0.1 -0.1
0.1 0.7 0.1
-0.6 0.2 -0.1
-0.1 0.1 -0.5
-0.1 0.3 0.4
-0.4 -0.6 -0.4
0.6 -0.8 0.6
-0.8 -2.2 -0.5
0.4 0.4 1.2
0.2 1.0 0.5
-0.9 -0.2 -0.5
1.1 0.7 1.0
0.3 0.0 -0.1
0.1 -0.2 0.2
-0.1 0.2 0.1
-0.3 0.0 0.2
0.2 0.0 0.0
-0.1 -0.1 0.0
-0.1 0.0 -0.2
-0.2 0.1 0.0
0.1 -0.1 -0.4
0.2 -0.4 0.1
0.1 -0.1 0.0
0.3 -0.1 -0.2
0.1 -0.1 -0.2
0.0 0.2 0.0
0.0 -0.2 0.6
-0.2 -0.2 -0.1
0.9 0.5 0.1
-1.1 -0.5 -0.5
-0.1 0.2 -0.1
0.3 0.5 -0.1
0.1 0.1 0.0
0.0 -0.2 0.4
-0.3 0.4 0.0
0.2 0.5 0.0
-0.1 0.0 -0.2
0.0 -0.4 -0.3
-0.3 -0.6 0.4
0.3 0.5 -0.2
0.0 0.1 -0.2
0.8 0.8 -0.3
-0.9 -0.9 -1.0
0.6 0.8 -0.5
0.0 0.1 -0.2
0.3 -0.1 0.2
0.2 -0.3 -0.2
0.2 -0.3 0.3
-0.1 0.3 -0.3
-0.4 -0.3 0.2
0.4 -0.2 -0.1
-0.6 -0.1 0.1
-0.1 0.3 -0.3
-0.1 -0.1 -0.1
-0.1 -0.2 0.3
0.2 0.1 0.7
0.3 0.6 0.6